No. 1
The following is a quantum chemistry calculation of the ion C10H15N2 with charge +1, from the Open Molecules 2025 dataset.

Values from the calculation:
Charge = +1
LUMO level = -3.15 eV
Electronic energy = -13583.815 eV
Relative energy (zero: lowest compared OMol25 entry of this formula, charge and spin) = 410.6 kJ/mol
Multiplicity = 1

Last column: Mulliken charge in e.
Positions of all 27 atoms, in Å:
N: 1.928 -0.968 1.663  -0.206
N: 2.576 0.236 -0.183  -0.257
C: 2.712 1.458 -0.939  -0.875
C: -2.745 1.007 -0.060  -0.727
C: -0.210 0.100 0.347  -0.012
C: -1.745 1.886 0.325  -0.843
C: 2.139 -1.058 -0.762  -0.677
C: -0.479 1.400 0.618  -0.124
C: -1.200 -0.803 0.028  -0.253
C: -3.528 -1.353 -0.516  -1.197
C: 1.452 -0.374 0.363  0.288
C: -2.530 -0.378 -0.138  0.830
H: -3.086 -2.402 -0.177  0.301
H: -4.598 -1.066 -0.152  0.330
H: 0.362 2.120 0.933  0.334
H: 1.792 -1.195 -1.781  0.274
H: 1.248 -0.832 2.405  0.388
H: 1.805 1.989 -1.447  0.312
H: 2.238 -1.932 1.573  0.351
H: -3.696 1.340 -0.240  0.531
H: -3.737 -1.514 -1.512  0.307
H: 3.019 2.308 -0.301  0.351
H: -1.827 2.875 0.494  0.524
H: 2.740 -1.947 -0.620  0.220
H: -0.891 -1.915 -0.129  0.199
H: 3.553 1.424 -1.758  0.292
H: 2.708 -0.408 1.966  0.339

No. 2
The following is a quantum chemistry calculation of the ion C10H15N2O2S with charge +1, from the Open Molecules 2025 dataset.

Values from the calculation:
Charge = +1
LUMO level = -2.86 eV
Electronic energy = -28513.996 eV
Relative energy (zero: lowest compared OMol25 entry of this formula, charge and spin) = 310.6 kJ/mol
Multiplicity = 1

Last column: Mulliken charge in e.
Positions of all 30 atoms, in Å:
S: -2.528 -2.484 -0.591  -0.075
O: -0.192 1.027 -0.704  -0.336
O: -1.621 1.642 1.081  -0.502
N: -2.227 -0.092 -0.266  0.416
N: 0.425 -0.335 1.113  -0.073
C: 0.506 0.141 -0.129  0.582
C: -1.628 -1.131 -0.811  -0.156
C: -3.774 -1.606 0.164  -0.320
C: -1.558 1.263 -0.168  0.497
C: 3.423 -1.011 1.069  -0.809
C: 3.058 -0.135 -0.061  0.189
C: 1.771 -0.289 -0.875  -1.232
C: -2.144 2.207 -1.222  -1.054
C: -3.477 -0.306 0.383  -0.455
C: 4.325 -0.951 -0.116  -0.608
H: 1.782 0.227 -1.830  0.354
H: 5.272 -0.359 -0.029  0.222
H: 4.576 -1.726 -0.846  0.273
H: 1.474 -1.306 -1.042  0.322
H: -2.223 3.195 -0.708  0.343
H: -2.234 2.420 1.160  0.416
H: 3.698 -0.564 1.974  0.273
H: -4.671 -2.085 0.446  0.455
H: 0.948 -1.099 1.336  0.181
H: 2.962 -1.991 1.362  0.395
H: -3.192 1.769 -1.321  0.370
H: -1.703 2.222 -2.231  0.316
H: -0.187 0.152 1.765  0.268
H: -4.163 0.347 0.893  0.362
H: 3.302 0.857 0.206  0.388